# 1
{
  "formula": "C37H23Cl2CrF6N7O3SSbSe",
  "method": "the ωB97M-V functional and the def2-TZVPD basis",
  "charge": 0,
  "homo_energy_ev": [-8.1, -8.1],
  "orbital_gap_ev": [6.72, 7.06],
  "e_lumo_ha": [-0.04905, -0.03714],
  "spin_multiplicity": 2,
  "elements": ["Cr", "Cl", "C", "C", "C", "Cl", "C", "C", "C", "C", "N", "C", "C", "O", "H", "H", "H", "H", "Se", "N", "C", "C", "C", "C", "C", "N", "C", "C", "N", "C", "C", "C", "C", "C", "N", "H", "H", "H", "H", "H", "H", "C", "C", "C", "C", "C", "C", "C", "S", "O", "O", "N", "C", "C", "C", "C", "C", "C", "C", "C", "N", "C", "H", "H", "H", "H", "H", "H", "H", "H", "H", "H", "H", "H", "H", "F", "Sb", "F", "F", "F", "F", "F"],
  "coordinates": [[-0.1310, 0.2105, -0.0685], [1.6626, 3.4374, -2.5778], [2.8551, 2.3791, -1.8949], [4.1848, 2.5502, -2.3215], [5.1576, 1.7373, -1.8337], [6.7931, 1.9568, -2.3779], [4.8562, 0.7257, -0.8871], [5.8243, -0.1499, -0.3492], [5.4448, -1.0844, 0.5656], [4.0916, -1.1326, 0.9532], [3.1659, -0.3449, 0.4769], [3.5194, 0.5752, -0.4509], [2.4841, 1.4103, -0.9850], [1.2035, 1.2967, -0.6461], [4.4154, 3.3245, -3.0386], [6.8520, -0.0669, -0.6736], [6.1547, -1.7787, 0.9927], [3.7768, -1.8692, 1.6855], [-5.9971, -2.6674, -4.1463], [-5.6190, -2.6442, -2.4046], [-4.4864, -2.0121, -2.2720], [-3.8363, -1.7940, -0.9837], [-4.3709, -2.2330, 0.2231], [-3.6742, -1.9805, 1.3841], [-2.4588, -1.3137, 1.3119], [-1.9332, -0.8921, 0.1655], [-2.6212, -1.1156, -0.9685], [-2.0216, -0.6032, -2.1932], [-0.8716, 0.0637, -2.0347], [-0.2516, 0.5193, -3.1119], [-0.7647, 0.3515, -4.3940], [-1.9585, -0.3086, -4.5616], [-2.6095, -0.8050, -3.4337], [-3.8748, -1.5272, -3.4877], [-4.5216, -1.7733, -4.5930], [-5.3158, -2.7596, 0.2253], [-4.0489, -2.2945, 2.3474], [-1.8922, -1.1132, 2.2088], [0.6743, 1.0459, -2.9438], [-0.2146, 0.7454, -5.2362], [-2.3968, -0.4589, -5.5389], [0.7860, 8.0957, -0.0018], [0.0705, 6.7731, 0.0119], [-1.2914, 6.6881, -0.2671], [-1.9478, 5.4685, -0.2563], [-1.2329, 4.3127, 0.0261], [0.1237, 4.3725, 0.3023], [0.7637, 5.6013, 0.2994], [-2.1124, 2.7757, -0.0003], [-2.2295, 2.3427, -1.3660], [-3.3326, 2.9818, 0.7390], [-1.1418, 1.7219, 0.7632], [-0.9556, 1.8451, 2.1421], [-1.4313, 2.8271, 2.9860], [-1.1313, 2.8058, 4.3640], [-0.3825, 1.8158, 4.9316], [0.1118, 0.7798, 4.1068], [0.8560, -0.3192, 4.5873], [1.2743, -1.2985, 3.7299], [0.9783, -1.1791, 2.3632], [0.2954, -0.1604, 1.8884], [-0.1618, 0.8138, 2.7276], [0.0992, 8.9161, -0.2053], [1.5631, 8.1083, -0.7681], [1.2704, 8.2881, 0.9567], [-1.8468, 7.5909, -0.4911], [-3.0098, 5.4121, -0.4573], [0.6775, 3.4643, 0.4969], [1.8254, 5.6469, 0.5136], [-2.0565, 3.6187, 2.6040], [-1.5218, 3.6043, 4.9817], [-0.1667, 1.8054, 5.9919], [1.0797, -0.3786, 5.6460], [1.8313, -2.1572, 4.0767], [1.3087, -1.9182, 1.6464], [0.6170, -1.6449, -0.4830], [1.3504, -3.1020, -1.6001], [2.4640, -3.4764, -0.1256], [2.5697, -1.8230, -2.2453], [2.0638, -4.4910, -2.6263], [0.1243, -2.5910, -2.9406], [0.0041, -4.1676, -0.8294]],
  "mulliken_spin": [1.050, 0.000, -0.007, 0.002, -0.004, -0.001, 0.004, -0.002, 0.001, -0.002, 0.003, 0.020, 0.004, -0.007, 0.000, 0.000, 0.000, 0.000, -0.001, -0.001, -0.002, -0.005, 0.005, 0.000, 0.012, -0.027, -0.007, 0.019, -0.024, -0.010, 0.000, 0.001, 0.000, 0.000, 0.000, 0.000, 0.000, 0.000, -0.001, 0.000, 0.000, 0.000, 0.000, 0.001, 0.000, 0.001, 0.006, 0.001, 0.010, 0.000, 0.000, -0.024, 0.006, 0.002, 0.000, 0.004, -0.002, 0.001, -0.002, 0.005, -0.028, 0.014, 0.000, 0.000, 0.000, 0.000, 0.000, -0.008, 0.000, 0.001, 0.000, 0.000, 0.000, 0.000, 0.002, -0.006, 0.001, 0.000, 0.000, 0.000, 0.000, 0.000]
}

***

# 2
{
  "formula": "C37H24AuCl5GeN2",
  "method": "the ωB97M-V functional and the def2-TZVPD basis",
  "charge": -1,
  "homo_energy_ev": [-3.7, -4.7],
  "orbital_gap_ev": [6.03, 6.31],
  "e_lumo_ha": [0.08481, 0.05797],
  "spin_multiplicity": 2,
  "elements": ["Au", "Cl", "C", "C", "C", "Cl", "C", "Cl", "C", "Cl", "C", "Cl", "C", "C", "C", "C", "C", "C", "Ge", "C", "C", "C", "C", "C", "C", "C", "C", "C", "C", "C", "C", "H", "H", "H", "H", "H", "H", "H", "H", "H", "H", "H", "H", "H", "H", "H", "N", "C", "C", "C", "C", "C", "C", "C", "H", "H", "H", "H", "N", "C", "C", "C", "C", "C", "C", "H", "H", "H", "H", "H"],
  "coordinates": [[1.3451, 1.3343, -0.2284], [0.9989, 3.4812, 2.1937], [0.3755, 4.0283, 0.6629], [0.5533, 3.2119, -0.4527], [0.0173, 3.6958, -1.6428], [0.2203, 2.7506, -3.0865], [-0.6940, 4.8883, -1.7281], [-1.3747, 5.4127, -3.2236], [-0.8642, 5.6632, -0.5846], [-1.7657, 7.1317, -0.6560], [-0.3135, 5.2351, 0.6189], [-0.5305, 6.1866, 2.0437], [-4.1359, 3.7395, -0.4213], [-4.0597, 2.8403, -1.4750], [-3.1840, 1.7630, -1.4121], [-2.3619, 1.5684, -0.3029], [-2.4514, 2.4843, 0.7488], [-3.3322, 3.5549, 0.6971], [-0.9811, 0.1709, -0.3093], [-1.4296, -1.0603, -1.7822], [-1.0992, -0.7994, -3.1107], [-1.4459, -1.6823, -4.1244], [-2.1258, -2.8538, -3.8233], [-2.4627, -3.1310, -2.5062], [-2.1180, -2.2407, -1.4972], [-1.1007, -0.9229, 1.3173], [-0.3380, -2.0922, 1.3797], [-0.2912, -2.8565, 2.5355], [-1.0021, -2.4589, 3.6608], [-1.7662, -1.3015, 3.6154], [-1.8145, -0.5412, 2.4524], [-4.8085, 4.5869, -0.4737], [-4.6754, 2.9828, -2.3551], [-3.1308, 1.0722, -2.2467], [-1.8047, 2.3786, 1.6146], [-3.3753, 4.2591, 1.5204], [-0.5543, 0.1036, -3.3579], [-1.1745, -1.4604, -5.1496], [-2.3851, -3.5508, -4.6106], [-2.9896, -4.0455, -2.2616], [-2.3807, -2.4756, -0.4722], [0.2348, -2.4096, 0.5140], [0.3120, -3.7561, 2.5608], [-0.9568, -3.0465, 4.5697], [-2.3271, -0.9873, 4.4877], [-2.4229, 0.3562, 2.4336], [2.3302, -5.9250, -3.6255], [2.3643, -4.9798, -2.9668], [2.4096, -3.8106, -2.1461], [2.8430, -3.8861, -0.8197], [2.8857, -2.7671, -0.0186], [2.4955, -1.4959, -0.5111], [2.0620, -1.4428, -1.8577], [2.0141, -2.5651, -2.6470], [3.1355, -4.8465, -0.4130], [3.1971, -2.8653, 1.0120], [1.7506, -0.4839, -2.2558], [1.6606, -2.4900, -3.6677], [2.4475, -0.3739, 0.2496], [3.0098, -0.3729, 1.5426], [2.2379, -0.0169, 2.6488], [2.8026, 0.0474, 3.9143], [4.1444, -0.2502, 4.1043], [4.9207, -0.6060, 3.0078], [4.3633, -0.6609, 1.7410], [1.1871, 0.2065, 2.5049], [2.1821, 0.3267, 4.7573], [4.5830, -0.2012, 5.0930], [5.9731, -0.8292, 3.1380], [4.9722, -0.9192, 0.8831]],
  "mulliken_spin": [0.258, 0.005, -0.075, 0.182, -0.019, 0.002, -0.007, 0.000, 0.017, 0.002, -0.008, 0.001, 0.017, -0.010, 0.001, 0.027, 0.008, -0.010, 0.335, 0.024, 0.050, -0.008, 0.009, -0.003, 0.022, 0.052, 0.011, -0.010, 0.021, -0.013, 0.022, 0.001, 0.000, -0.002, 0.009, 0.001, -0.009, 0.000, 0.001, 0.000, 0.000, 0.000, 0.000, 0.002, 0.000, 0.004, 0.003, -0.001, 0.006, -0.001, 0.011, 0.041, 0.005, -0.005, 0.000, 0.001, -0.003, 0.000, 0.049, -0.043, 0.035, 0.007, 0.002, -0.001, -0.009, -0.005, 0.000, 0.000, 0.000, 0.000]
}

***

# 3
{
  "formula": "C37H25BaF2N4O6S3Sb",
  "method": "the ωB97M-V functional and the def2-TZVPD basis",
  "charge": -2,
  "homo_energy_ev": -3.1,
  "orbital_gap_ev": 6.96,
  "e_lumo_ha": 0.14357,
  "elements": ["Ba", "F", "C", "C", "C", "C", "C", "F", "C", "C", "C", "C", "C", "C", "N", "H", "H", "H", "H", "H", "H", "O", "S", "O", "O", "C", "C", "C", "C", "C", "C", "S", "O", "O", "O", "H", "H", "H", "H", "S", "Sb", "C", "C", "C", "C", "C", "C", "C", "C", "C", "C", "C", "C", "C", "C", "C", "C", "C", "C", "H", "H", "H", "H", "H", "H", "H", "H", "H", "H", "H", "H", "H", "H", "H", "N", "C", "N", "C", "N"],
  "coordinates": [[-0.2363, 2.3294, 1.3164], [-0.7973, 0.9743, 7.2827], [0.0842, 1.0053, 6.2402], [-0.2387, 1.6775, 5.0809], [0.6463, 1.7409, 3.9943], [1.8924, 1.0865, 4.1598], [2.1567, 0.3943, 5.3376], [3.3189, -0.3164, 5.5054], [1.2792, 0.3348, 6.4013], [2.8979, 1.1283, 3.0581], [4.2766, 1.0683, 3.2925], [5.1567, 1.1114, 2.2285], [4.6603, 1.2187, 0.9407], [3.2871, 1.3075, 0.7877], [2.4294, 1.2666, 1.8070], [-1.2181, 2.1481, 5.0361], [1.5154, -0.2206, 7.2970], [4.6475, 1.0000, 4.3028], [6.2253, 1.0703, 2.4077], [5.3074, 1.2515, 0.0748], [2.8461, 1.4387, -0.1943], [0.4595, 1.8375, -3.2924], [0.1440, 2.0738, -1.9014], [1.1486, 2.7599, -1.1095], [-0.2523, 0.8319, -1.1838], [-1.3858, 3.0136, -1.8453], [-2.4630, 2.2669, -2.3273], [-3.7524, 2.7519, -2.2697], [-3.9766, 4.0059, -1.7218], [-2.9133, 4.7595, -1.2623], [-1.5984, 4.2906, -1.3121], [-0.3612, 5.4547, -0.6504], [0.7166, 5.5065, -1.6056], [-1.0938, 6.6977, -0.4954], [-0.0029, 4.8690, 0.6608], [-2.2740, 1.2745, -2.7183], [-4.5770, 2.1389, -2.6098], [-4.9855, 4.3889, -1.6337], [-3.0732, 5.7427, -0.8441], [-0.5917, -1.0871, 1.6708], [-0.1780, -1.7374, -0.4394], [-1.6763, -1.5325, -1.9100], [-2.9796, -1.3404, -1.4667], [-4.0027, -1.1523, -2.3887], [-3.7154, -1.1656, -3.7469], [-2.4122, -1.3582, -4.1873], [-1.3873, -1.5395, -3.2691], [1.7969, -1.4840, -1.1711], [2.1579, -0.7128, -2.2690], [3.5000, -0.5908, -2.6113], [4.4769, -1.2241, -1.8578], [4.1166, -1.9910, -0.7580], [2.7786, -2.1254, -0.4195], [-0.0931, -3.8758, -0.3262], [-0.2113, -4.5188, 0.8980], [-0.1442, -5.9071, 0.9667], [0.0407, -6.6534, -0.1868], [0.1582, -6.0141, -1.4161], [0.0915, -4.6310, -1.4821], [-3.2036, -1.2927, -0.4059], [-5.0072, -0.9779, -2.0231], [-4.5089, -1.0039, -4.4670], [-2.1853, -1.3392, -5.2463], [-0.3681, -1.6430, -3.6188], [1.4204, -0.1695, -2.8420], [3.7733, 0.0269, -3.4578], [5.5228, -1.1068, -2.1164], [4.8760, -2.4703, -0.1526], [2.5032, -2.7190, 0.4460], [-0.3531, -3.9179, 1.7903], [-0.2385, -6.4034, 1.9252], [0.0921, -7.7344, -0.1320], [0.3016, -6.5946, -2.3198], [0.1816, -4.1385, -2.4462], [-6.3143, -0.7552, 0.1232], [-5.7745, 0.2588, 0.3130], [-5.2661, 1.4599, 0.4622], [-4.0681, 1.6141, 0.9491], [-3.0051, 1.8683, 1.3537]],
  "lowdin_charge": [1.751, 0.015, -0.297, -0.112, -0.205, -0.192, -0.231, 0.011, 0.024, -0.223, -0.022, -0.081, -0.075, -0.133, 0.029, 0.090, 0.114, 0.102, 0.097, 0.096, 0.088, -0.304, 0.408, -0.427, -0.554, -0.254, -0.065, -0.081, -0.076, -0.064, -0.226, 0.429, -0.322, -0.355, -0.566, 0.097, 0.101, 0.102, 0.101, -0.003, 1.226, -0.339, -0.107, -0.082, -0.096, -0.094, -0.124, -0.314, -0.112, -0.075, -0.107, -0.097, -0.124, -0.343, -0.134, -0.097, -0.111, -0.104, -0.122, 0.093, 0.074, 0.096, 0.097, 0.095, 0.068, 0.106, 0.096, 0.100, 0.101, 0.054, 0.096, 0.091, 0.094, 0.095, 0.057, -0.456, 0.043, -0.414, -0.016]
}

***

Number 1: molar mass 1083.3 g/mol, energy -7637.00188 Ha. Number 2: molar mass 943.5 g/mol, energy -6047.54156 Ha. Number 3: molar mass 1014.9 g/mol, energy -3755.67091 Ha.